Density functional theory data (wB97M-V/def2-TZVPD) for 7 unconnected molecules or ions with the total composition C26H34Cl2F18O12.

Last column: Mulliken charge in e.
Positions of all 92 atoms, in Å:
C  -7.788  4.402  3.419  -1.1990
C  -7.449  3.537  2.250  -0.1604
O  -6.247  3.998  1.665  -0.2355
C  -5.181  3.223  1.616  0.3933
O  -5.085  2.069  2.025  -0.5688
C  -3.958  3.994  1.010  0.8281
F  -3.129  3.147  0.396  -0.2005
F  -4.297  5.054  0.263  -0.2413
F  -3.296  4.431  2.085  -0.2542
H  -7.822  5.464  3.176  0.3047
H  -7.055  4.288  4.217  0.3301
H  -8.766  4.111  3.804  0.3806
H  -8.289  3.786  1.601  0.2362
H  -7.436  2.482  2.523  0.3402
C  2.361  0.437  -3.240  -1.2598
C  2.211  -0.338  -1.878  0.1772
O  0.914  0.111  -1.385  -0.1458
C  0.495  -0.377  -0.169  0.3956
O  1.141  -1.212  0.543  -0.6335
C  -0.818  0.361  0.366  0.8474
F  -0.451  1.126  1.434  -0.2577
F  -1.481  1.062  -0.572  -0.1493
F  -1.660  -0.504  0.876  -0.2643
H  2.291  1.524  -3.282  0.3113
H  1.551  -0.014  -3.814  0.2920
H  3.290  0.210  -3.762  0.3960
H  2.913  -0.014  -1.110  0.1238
H  2.255  -1.395  -2.141  0.1420
C  5.094  -3.734  7.257  -1.1271
C  3.810  -3.035  6.904  -0.2031
O  3.021  -3.421  5.750  -0.3072
C  3.422  -2.918  4.564  0.3909
O  4.374  -2.189  4.373  -0.4801
C  2.677  -3.532  3.307  0.8308
F  3.524  -3.551  2.249  -0.2527
F  2.335  -4.757  3.541  -0.2502
F  1.636  -2.744  3.008  -0.1898
H  5.883  -3.580  6.521  0.3123
H  4.886  -4.793  7.407  0.2875
H  5.511  -3.407  8.210  0.3879
H  3.896  -1.953  7.004  0.2648
H  3.149  -3.205  7.753  0.3872
C  1.977  3.717  -0.298  -0.7839
C  2.572  4.556  0.846  0.0020
O  1.932  5.856  0.936  -0.3072
C  2.491  7.000  0.521  0.3932
O  3.453  7.091  -0.179  -0.5085
C  1.766  8.260  1.017  0.8686
F  2.215  9.404  0.570  -0.2358
F  0.454  8.192  0.659  -0.2628
F  1.753  8.327  2.327  -0.2478
H  2.023  4.260  -1.242  0.3978
H  0.890  3.703  -0.226  0.3149
H  2.505  2.778  -0.467  0.0395
H  3.582  4.712  0.468  0.3588
H  2.481  3.985  1.770  -0.0139
C  1.689  -7.574  -6.900  -1.1029
C  0.638  -7.054  -5.955  -0.2740
O  1.101  -6.046  -4.978  -0.3067
C  1.002  -4.711  -5.249  0.1008
O  0.343  -4.239  -6.193  -0.5376
C  1.633  -3.758  -4.230  1.2108
F  2.374  -4.387  -3.280  -0.2712
F  2.473  -2.848  -4.876  -0.2830
F  0.636  -3.120  -3.737  -0.1858
H  1.968  -6.861  -7.676  0.2951
H  1.282  -8.439  -7.424  0.3734
H  2.584  -7.854  -6.344  0.3003
H  0.110  -7.803  -5.365  0.3888
H  -0.164  -6.644  -6.568  0.3066
C  -5.433  0.686  -2.610  -1.2487
C  -4.172  -0.009  -2.190  -0.0673
O  -4.049  -1.296  -2.765  -0.2541
C  -2.931  -1.760  -3.398  0.4037
O  -1.919  -1.098  -3.701  -0.5440
C  -3.031  -3.181  -3.879  0.8943
F  -4.196  -3.816  -3.836  -0.2610
F  -2.583  -3.239  -5.203  -0.2467
F  -2.236  -3.993  -3.177  -0.2433
H  -5.527  0.750  -3.694  0.3390
H  -5.342  1.680  -2.173  0.3253
H  -6.304  0.118  -2.283  0.3251
H  -4.029  -0.198  -1.126  0.3378
H  -3.295  0.625  -2.317  0.2497
Cl  3.989  1.113  1.197  -0.2402
C  3.573  0.256  2.663  -0.1243
C  2.581  1.238  3.401  -0.0445
Cl  2.523  0.522  5.051  -0.2152
H  4.459  0.296  3.297  0.5190
H  3.293  -0.789  2.529  -0.1485
H  1.587  1.160  2.961  -0.0228
H  2.844  2.283  3.564  0.2578

Properties
Net charge: 0
Energy in eV: -126042.1084
Frontier orbital gap in eV: 11.01

***

Density functional theory data (wB97M-V/def2-TZVPD) for C5H6O3 in the gas phase.

Last column: natural (NBO) charge in e.
Positions of all 14 atoms, in Å:
C  -1.367  0.387  0.120  0.7751
C  0.837  -0.680  0.866  -0.4094
C  0.595  1.468  -0.454  -0.0624
C  0.902  -0.061  -0.462  -0.2722
C  -0.351  -0.736  -0.047  0.1396
O  -2.516  0.143  0.201  -0.5734
O  -0.772  1.543  0.095  -0.4877
O  -0.757  -2.026  -0.433  -0.6971
H  1.149  -1.614  0.949  0.2335
H  0.683  0.051  1.726  0.2112
H  1.191  1.894  0.414  0.1966
H  0.683  2.045  -1.397  0.2135
H  1.514  -0.365  -1.184  0.2279
H  -1.791  -2.048  -0.391  0.5050

Properties
Net charge: 0
Energy in eV: -11422.8867
Frontier orbital gap in eV: 10.70

***

Density functional theory data (wB97M-V/def2-TZVPD) for 5 unconnected molecules or ions with the total composition H10O5.

Last column: natural (NBO) charge in e.
Positions of all 15 atoms, in Å:
H  -0.413  0.712  0.345  0.4673
H  0.228  2.001  0.925  0.4718
H  -3.288  2.899  -1.699  0.4699
H  -3.353  4.258  -2.363  0.4620
H  2.718  -0.411  1.033  0.4624
H  1.263  -0.681  1.514  0.4802
H  0.410  -2.144  -1.759  0.4565
H  0.333  -2.269  -3.270  0.4729
H  1.879  -2.054  2.756  0.4832
H  1.083  -3.092  1.988  0.4747
O  -0.431  1.701  0.397  -0.9386
O  -3.258  3.842  -1.534  -0.9318
O  1.948  -0.072  1.635  -0.9578
O  -0.101  -2.499  -2.401  -0.9293
O  0.982  -2.189  2.433  -0.9433

Properties
Net charge: 0
Energy in eV: -10398.7089
Frontier orbital gap in eV: 11.14

***

Density functional theory data (wB97M-V/def2-TZVPD) for C7H6O in the gas phase.

Last column: natural (NBO) charge in e.
Positions of all 14 atoms, in Å:
C  0.027  -0.051  0.184  0.1111
C  1.181  -0.213  -0.851  -0.1923
C  2.479  -0.292  -0.416  -0.3649
C  -0.655  1.317  0.064  -0.0145
C  -1.110  2.340  -0.184  -0.2178
C  -1.085  -1.095  -0.031  -0.0500
C  -2.111  -1.631  -0.406  -0.1962
H  0.072  -0.759  1.909  0.4810
H  0.914  -0.011  -1.924  0.2176
H  2.641  -0.332  0.644  0.2198
H  3.319  -0.406  -1.086  0.2064
H  -1.391  3.333  -0.539  0.2417
H  -2.778  -2.431  -0.615  0.2390
O  0.607  -0.206  1.430  -0.6810

Properties
Net charge: 0
Energy in eV: -9397.8529
Frontier orbital gap in eV: 10.63

***

Question: Among the records above, which one has the highest frontier orbital gap?
Answer: H10O5

***

Question: What is the formula in the fourth record?
Answer: C7H6O

***

Question: Which formula does entry 1 have?
Answer: C26H34Cl2F18O12

***

Question: Number 3 is which compound?
Answer: H10O5